Computed, not measured: 2 unconnected molecules or ions with the total composition C24H36ClN3O6, with ωB97M-V/def2-TZVPD.

```
70
C24H36ClN3O6, DFT ωB97M-V/def2-TZVPD
Cl 2.61 -0.42 -3.25
O -6.88 -0.62 2.16
O -1.39 2.07 0.15
O 8.83 -0.99 -6.42
O 0.11 -0.47 -2.57
O 6.89 -1.99 -5.93
O 1.88 1.57 1.55
N -0.13 2.42 3.48
N 0.57 0.12 0.14
N 3.11 0.56 3.40
C 5.63 -0.16 -5.17
C 2.03 -4.01 -0.12
C 6.86 0.36 -5.91
C 1.59 0.38 -0.84
C -3.71 1.45 -0.05
C 0.54 0.99 1.26
C -0.84 2.76 2.41
C 1.60 -1.92 1.28
C 2.52 1.05 2.54
C 5.54 -1.59 -5.68
C -6.60 -1.89 2.72
C -1.97 3.56 2.48
C -1.62 3.70 4.83
C -2.37 4.04 3.72
C -0.35 2.24 1.07
C -2.33 1.04 0.46
C 7.68 -0.90 -6.12
C 0.44 -1.30 0.50
C -4.52 0.28 -0.60
C 1.57 -3.44 1.22
C -0.51 2.89 4.66
C 1.19 -0.20 -2.19
C -5.74 0.04 1.65
C -5.11 -0.67 0.45
H 7.43 1.09 -5.35
H 4.72 0.41 -5.34
H 5.11 -2.29 -4.96
H -2.33 0.84 1.54
H 2.36 -5.04 -0.01
H -4.25 1.99 0.72
H 0.57 -3.79 1.48
H 4.98 -1.66 -6.62
H 5.82 -0.17 -4.09
H 0.10 2.60 5.51
H 2.58 -1.56 0.93
H 0.26 -1.87 -0.41
H 1.25 -3.97 -0.88
H -2.54 3.81 1.59
H -5.63 -1.89 3.23
H -1.88 4.05 5.82
H 6.61 0.77 -6.89
H 2.58 -0.01 -0.59
H -5.00 0.17 2.45
H -5.32 0.67 -1.24
H 2.23 -3.82 2.01
H -2.02 0.12 -0.05
H 1.69 1.45 -1.02
H -6.60 -2.67 1.94
H -4.33 -1.37 0.77
H -3.53 2.16 -0.86
H 0.26 0.44 2.16
H -3.86 -0.30 -1.25
H -7.38 -2.11 3.44
H 2.90 -3.44 -0.48
H -0.46 -1.40 1.10
H -6.09 1.03 1.35
H 0.29 3.01 0.63
H -3.25 4.66 3.82
H -5.90 -1.26 -0.02
H 1.54 -1.60 2.33
```

## Properties
- E_tot: -54748.0704 eV
- Charge: 0